A:
Entry from the OMol25 dataset: 2 unconnected molecules or ions with the total composition C9H14O (ωB97M-V/def2-TZVPD).

Geometry (Å):
O -1.104 1.870 2.153
C -0.106 1.410 1.354
C -2.248 -2.776 -1.534
C 3.013 -0.500 -0.922
C 0.578 -0.283 -0.220
C 1.860 0.261 -0.315
C -3.676 -2.395 -1.920
C 2.118 1.397 0.433
C -0.355 0.231 0.652
C 1.134 2.000 1.219
H 3.091 1.876 0.430
H -1.541 -1.974 -1.768
H -3.893 -2.645 -2.955
H -1.328 -0.226 0.785
H -3.928 -1.340 -1.785
H 0.357 -1.202 -0.744
H -4.379 -2.931 -1.290
H 3.713 -0.752 -0.127
H -0.862 2.678 2.611
H -2.141 -3.003 -0.482
H 3.552 0.104 -1.651
H 2.703 -1.472 -1.308
H -1.880 -3.542 -2.213
H 1.382 2.949 1.695

Computed properties:
highest occupied orbital energy = -8.344 eV
multiplicity = 1
total charge = 0
orbital gap = 9.23 eV
M = 138.21 g/mol

=====

B:
Entry from the OMol25 dataset: a single C9H14O molecule (ωB97M-V/def2-TZVPD).

Geometry (Å):
O 1.307 0.710 -0.058
C 2.124 -0.936 -1.508
C 0.918 -1.063 -2.152
C -0.991 -1.424 0.365
C -1.202 0.017 -0.038
C -1.340 0.827 1.231
C 3.543 0.517 0.064
C 0.031 0.538 -0.724
C 2.315 0.042 -0.478
C -2.236 0.189 -1.065
H 3.007 -1.446 -1.851
H 0.022 -1.557 0.827
H 3.893 1.444 -0.301
H -2.461 1.287 -1.107
H 4.414 -0.193 0.241
H -1.956 0.038 -2.186
H -0.977 -1.885 -0.626
H 3.452 0.793 1.182
H -3.168 -0.228 -0.813
H -1.921 0.591 2.076
H -0.116 1.477 -1.317
H -0.358 0.881 1.535
H -1.694 -1.779 1.069
H -1.750 1.869 1.063

Computed properties:
highest occupied orbital energy = -7.646 eV
multiplicity = 1
total charge = 0
orbital gap = 7.37 eV
M = 138.21 g/mol

=====

C:
Entry from the OMol25 dataset: 2 unconnected molecules or ions with the total composition C9H14O (ωB97M-V/def2-TZVPD).

Geometry (Å):
O 1.283 -1.445 0.064
C -0.661 0.614 0.134
C -1.897 -1.951 -0.590
C 0.500 0.763 -0.628
C -1.619 -0.771 -1.205
C 1.134 -0.603 1.191
C -0.270 -0.085 1.441
C 1.615 -0.047 -0.089
C 3.043 0.276 -0.419
C -1.693 1.706 0.256
H 1.793 -0.819 2.026
H -1.314 -2.831 -0.810
H -2.643 1.285 0.586
H 3.216 0.168 -1.490
H -1.844 2.200 -0.703
H -1.389 2.458 0.985
H -0.967 -0.885 1.691
H 3.273 1.301 -0.129
H 3.713 -0.403 0.105
H -0.255 0.617 2.278
H -0.738 -0.785 -1.886
H 0.606 1.418 -1.476
H -2.486 -2.015 0.316
H -2.401 -0.166 -1.650

Computed properties:
highest occupied orbital energy = -7.493 eV
multiplicity = 1
total charge = 0
orbital gap = 7.83 eV
M = 138.21 g/mol

=====

D:
Entry from the OMol25 dataset: 2 unconnected molecules or ions with the total composition C9H14O (ωB97M-V/def2-TZVPD).

Geometry (Å):
O 1.752 1.125 -2.199
C -1.827 -1.448 -1.467
C 2.394 0.247 1.367
C -3.145 -1.063 -2.259
C 0.771 -0.071 3.262
C 0.024 0.735 1.022
C 0.276 1.195 -0.279
C 1.038 0.203 1.785
C 2.526 0.599 0.026
C 1.496 0.966 -0.846
H -0.924 0.914 1.525
H -1.610 -0.455 -1.031
H 0.757 0.789 3.872
H -1.131 -1.712 -2.240
H -0.176 -0.606 3.313
H -2.936 -0.266 -2.974
H 3.473 0.482 -0.469
H -1.932 -2.165 -0.661
H -3.729 -1.854 -2.785
H 3.292 0.195 1.947
H 2.472 1.833 -2.316
H -3.809 -0.593 -1.527
H 1.517 -0.714 3.747
H -0.569 1.664 -0.814

Computed properties:
highest occupied orbital energy = -8.773 eV
multiplicity = 1
total charge = 0
orbital gap = 9.56 eV
M = 138.21 g/mol

=====

Here is how they stack up, most stable first: A, D, C, B.

=====

A:
Entry from the OMol25 dataset: 2 unconnected molecules or ions with the total composition C9H14O (ωB97M-V/def2-TZVPD).

Geometry (Å):
O 0.448 0.998 1.390
C 0.149 1.337 0.089
C -1.160 1.617 -0.253
C 0.747 -3.879 3.884
C -0.881 2.265 -3.979
C 0.233 -3.054 2.685
C 1.135 1.324 -0.881
C -0.478 1.901 -2.572
C 0.832 1.617 -2.198
C -1.449 1.872 -1.584
H -1.902 1.680 0.535
H 1.580 -4.496 3.587
H 1.270 1.443 1.687
H 0.176 -2.001 2.931
H 1.642 1.622 -2.918
H -0.876 3.340 -4.161
H 1.014 -3.209 4.699
H -0.038 -4.555 4.254
H -0.748 -3.377 2.354
H 0.821 -3.196 1.783
H -0.212 1.801 -4.689
H -1.915 1.981 -4.193
H 2.112 0.953 -0.623
H -2.495 2.015 -1.829

Computed properties:
highest occupied orbital energy = -8.584 eV
multiplicity = 1
total charge = 0
orbital gap = 9.41 eV
M = 138.21 g/mol

=====

B:
Entry from the OMol25 dataset: 2 unconnected molecules or ions with the total composition C9H14O (ωB97M-V/def2-TZVPD).

Geometry (Å):
O -0.548 -2.194 -2.720
C 1.175 1.141 0.320
C 0.991 2.415 1.056
C 0.313 2.309 2.268
C -2.121 -1.342 -1.130
C 1.049 -0.096 0.861
C 1.559 1.114 -1.163
C -1.326 -2.525 -1.590
C 0.026 1.041 2.853
C 0.589 -0.110 2.191
H -2.807 -1.100 -2.002
H -2.638 -1.625 -0.231
H 2.517 1.545 -1.447
H 1.312 0.133 -1.710
H -0.437 -2.615 -0.853
H -1.987 -3.503 -1.757
H 0.054 3.135 2.770
H 0.549 -1.168 2.514
H -0.581 0.995 3.767
H -1.457 -0.541 -0.945
H 1.562 -0.992 0.381
H -0.086 -1.249 -2.438
H 0.877 1.821 -1.662
H 1.414 3.409 0.666

Computed properties:
highest occupied orbital energy = -8.918 eV
multiplicity = 1
total charge = 0
orbital gap = 9.77 eV
M = 138.21 g/mol

=====

Here is how they stack up, most stable first: A, B.

=====

A:
Entry from the OMol25 dataset: 2 unconnected molecules or ions with the total composition C6H18N2O (ωB97M-V/def2-TZVPD).

Geometry (Å):
O -0.351 -2.480 3.588
N 1.247 1.465 -2.006
N -1.563 -0.215 0.127
C 1.502 2.592 -1.118
C -0.256 0.108 -0.438
C 0.592 -1.260 -0.584
C -2.252 0.599 1.161
C -0.066 0.660 -1.881
C 0.679 -2.092 0.719
H -0.923 1.354 -1.955
H 1.672 -2.422 0.831
H 0.409 -2.953 3.041
H 0.331 -1.503 1.544
H -0.357 -1.694 3.013
H 0.013 0.077 -2.725
H 0.601 2.895 -0.576
H -3.038 0.026 1.643
H 0.162 -1.726 -1.415
H 1.513 1.547 -2.971
H 0.015 -2.962 0.615
H 0.523 0.573 0.378
H 1.782 3.756 -1.534
H -2.671 1.548 0.666
H 2.509 2.402 -0.531
H -1.512 0.976 1.875
H -2.171 -0.364 -0.688
H 1.608 -0.907 -0.776

Computed properties:
highest occupied orbital energy = -8.334 eV
multiplicity = 1
total charge = 0
orbital gap = 9.21 eV
M = 134.22 g/mol

=====

B:
Entry from the OMol25 dataset: 2 unconnected molecules or ions with the total composition C6H18N2O (ωB97M-V/def2-TZVPD).

Geometry (Å):
O 1.158 3.195 -0.565
N -0.207 -1.589 -0.089
N -0.601 -2.533 -1.072
C -0.533 -0.602 2.119
C -1.203 -1.321 0.953
C 1.000 1.800 -0.526
C 2.255 1.154 0.156
C -2.336 -0.477 0.371
C 0.775 1.175 -1.896
H 1.669 1.272 -2.522
H -0.101 0.334 1.782
H 0.258 -1.218 2.548
H 2.062 3.226 -0.988
H -1.217 -2.065 -1.731
H 0.637 -1.959 0.341
H -1.263 -0.397 2.898
H -1.633 -2.274 1.325
H 2.436 1.597 1.135
H -1.117 -3.319 -0.663
H -1.932 0.446 -0.038
H 0.124 1.635 0.108
H -3.057 -0.232 1.147
H -0.037 1.684 -2.406
H -2.858 -1.008 -0.422
H 3.142 1.261 -0.473
H 0.537 0.120 -1.780
H 2.042 0.095 0.291

Computed properties:
highest occupied orbital energy = -9.358 eV
multiplicity = 1
total charge = 0
orbital gap = 10.37 eV
M = 134.22 g/mol

=====

Here is how they stack up, most stable first: B, A.

=====

A:
Entry from the OMol25 dataset: a single C3H7NO2 molecule (ωB97M-V/def2-TZVPD).

Geometry (Å):
O 1.009 -0.478 0.233
O -0.005 1.499 -0.127
N -2.357 -0.287 -0.502
C -1.342 -0.389 0.537
C 2.267 0.132 -0.049
C -0.057 0.330 0.181
H 2.579 0.756 0.792
H -1.701 0.069 1.468
H -2.329 0.657 -0.882
H 2.967 -0.690 -0.188
H -1.137 -1.439 0.751
H -2.108 -0.908 -1.266
H 2.213 0.748 -0.949

Computed properties:
highest occupied orbital energy = -9.693 eV
multiplicity = 1
total charge = 0
orbital gap = 10.57 eV
M = 89.09 g/mol

=====

B:
Entry from the OMol25 dataset: a single C3H7NO2 molecule (ωB97M-V/def2-TZVPD).

Geometry (Å):
O -0.124 -1.565 0.472
O 0.847 1.869 0.204
N 2.036 0.049 -0.388
C 0.890 0.663 0.023
C -1.581 0.227 -0.403
C -0.345 -0.170 0.408
H -1.616 1.314 -0.515
H -1.576 -0.220 -1.406
H -2.494 -0.098 0.109
H -0.518 0.151 1.442
H 2.094 -0.860 -0.812
H -0.362 -1.962 -0.373
H 2.824 0.669 -0.497

Computed properties:
highest occupied orbital energy = -9.656 eV
multiplicity = 1
total charge = 0
orbital gap = 10.34 eV
M = 89.09 g/mol

=====

C:
Entry from the OMol25 dataset: a molecular structure, C3H7NO2 (ωB97M-V/def2-TZVPD).

Geometry (Å):
O -0.705 -0.050 -0.884
O 1.417 0.838 -1.678
N -0.341 2.007 -0.538
C 0.163 -0.839 1.275
C -0.210 -1.181 -0.156
C 0.391 1.107 -1.133
H 0.505 -1.741 1.791
H -0.036 2.971 -0.542
H -0.996 -1.940 -0.200
H 0.657 -1.540 -0.721
H -0.696 -0.437 1.823
H -1.123 0.908 -0.347
H 0.972 -0.102 1.309

Computed properties:
highest occupied orbital energy = -10.160 eV
multiplicity = 1
total charge = 0
orbital gap = 11.09 eV
M = 89.09 g/mol

=====

D:
Entry from the OMol25 dataset: a single C3H7NO2 molecule (ωB97M-V/def2-TZVPD).

Geometry (Å):
O -2.100 -0.770 0.136
O 1.211 -0.034 -0.644
N 0.185 -0.774 -0.065
C -1.133 -0.105 0.024
C -1.004 1.374 0.001
C 2.280 0.047 0.361
H -0.083 1.860 -0.735
H -2.138 1.753 0.029
H 2.747 -0.992 0.989
H 3.268 0.560 -0.186
H 1.915 0.869 1.274
H 0.078 -1.810 -0.029
H -0.829 1.712 0.852

Computed properties:
highest occupied orbital energy = -9.535 eV
multiplicity = 1
total charge = 0
orbital gap = 10.32 eV
M = 89.09 g/mol

=====

Here is how they stack up, most stable first: B, A, C, D.